[1]
Density functional theory data (ωB97M-V with the def2-TZVPD basis set) for a molecular structure, C16H39N7O2PPdS4.

Structure (ORCA input):
```
! RIJCOSX wB97M-V def2-TZVPD def2/J DEFGRID3
* xyz 1 1
Pd 0.082 -0.034 -0.069
N -1.417 0.970 1.149
C -2.788 1.024 0.609
C -3.372 -0.367 0.471
C -2.593 -1.259 -0.474
N -1.260 -1.540 0.094
H -1.368 0.439 2.021
H -1.078 1.900 1.377
H -2.744 1.506 -0.371
H -3.429 1.634 1.249
H -4.401 -0.292 0.118
H -3.419 -0.836 1.462
H -2.440 -0.770 -1.436
H -3.137 -2.187 -0.657
H -0.797 -2.300 -0.404
H -1.314 -1.807 1.076
C 0.116 0.460 6.168
C 0.023 -0.940 5.563
C 0.719 -1.033 4.238
N 0.132 -0.908 3.100
N 1.005 -0.983 2.014
C 2.240 -1.159 2.398
N 3.285 -1.307 1.562
S 2.423 -1.254 4.110
H -0.398 0.495 7.128
H -0.344 1.196 5.507
H 1.152 0.756 6.334
H -1.017 -1.222 5.397
H 0.454 -1.672 6.248
H 3.183 -1.028 0.595
H 4.219 -1.257 1.929
C 2.159 -4.361 -0.740
C 3.548 -3.785 -0.890
C 4.433 -4.572 -1.832
O 3.558 -2.376 -1.275
P 2.767 -1.577 -2.387
S 3.684 0.097 -2.645
S 0.782 -1.458 -1.883
O 2.818 -2.600 -3.583
C 2.142 -2.652 -4.876
C 1.896 -1.281 -5.460
C 0.895 -3.496 -4.759
H 2.251 -5.366 -0.327
H 1.644 -4.430 -1.699
H 1.551 -3.758 -0.066
H 4.018 -3.750 0.094
H 3.969 -4.676 -2.811
H 4.602 -5.568 -1.418
H 5.398 -4.083 -1.952
H 2.869 -3.179 -5.495
H 1.181 -0.725 -4.851
H 1.477 -1.404 -6.459
H 2.818 -0.705 -5.529
H 0.140 -3.003 -4.146
H 1.124 -4.467 -4.320
H 0.482 -3.660 -5.756
C -1.258 3.761 -2.290
N -0.399 3.099 -1.312
C 0.672 2.302 -1.495
S 1.565 1.803 -0.061
N 1.111 1.935 -2.668
C 0.603 2.161 -4.015
H -2.170 4.057 -1.776
H -1.536 3.087 -3.092
H -0.793 4.654 -2.710
H -0.382 3.515 -0.392
H 1.930 1.307 -2.622
H 0.493 3.219 -4.240
H -0.338 1.639 -4.189
H 1.348 1.743 -4.688
*
```

**Lowest unoccupied orbital energy**: -2.84 eV
**E_HOMO**: -10.5 eV
**ΔE to the lowest compared entry with this formula, charge and spin**: 72.0 kJ/mol

natural (NBO) population analysis, charges in e, atoms 1 to 4: 0.70, -0.82, -0.22, -0.43

=====

[2]
Density functional theory data (ωB97M-V with the def2-TZVPD basis set) for 3 unconnected molecules or ions with the total composition C16H39O12P2S.

Structure (ORCA input):
```
! RIJCOSX wB97M-V def2-TZVPD def2/J DEFGRID3
* xyz -1 1
C 3.477 0.950 2.342
C 2.005 1.180 1.627
O 1.071 1.984 2.439
C -0.279 1.817 1.809
C -1.129 0.646 2.580
S -1.576 -0.840 1.532
O -0.378 -1.536 0.836
O -2.167 -1.911 2.529
O -2.842 -0.459 0.449
H 3.569 1.425 3.408
H 4.361 1.342 1.672
H 3.644 -0.222 2.477
H 2.139 1.615 0.538
H 1.527 0.118 1.506
H -0.235 1.718 0.644
H -0.842 2.845 2.035
H -0.579 0.355 3.599
H -2.160 1.132 2.930
O -2.437 4.215 -0.184
P -3.537 5.305 -0.179
O -3.324 5.682 -1.790
C -3.263 4.655 -2.773
C -4.635 4.123 -3.141
O -2.567 6.514 0.438
C -1.324 6.213 1.053
C -0.202 6.127 0.027
O -4.765 6.523 -0.174
C -5.838 6.577 -1.088
C -6.896 5.544 -0.774
H -2.613 3.833 -2.458
H -2.803 5.093 -3.664
H -5.140 3.706 -2.268
H -4.558 3.340 -3.902
H -5.269 4.916 -3.545
H -1.399 5.301 1.649
H -1.102 7.023 1.756
H -0.451 5.485 -0.815
H 0.715 5.756 0.495
H 0.002 7.121 -0.390
H -5.488 6.513 -2.116
H -6.285 7.571 -0.996
H -6.461 4.554 -0.611
H -7.627 5.487 -1.584
H -7.426 5.813 0.147
O 3.044 -7.656 0.650
P 3.060 -6.112 0.535
O 3.750 -6.123 -0.985
C 3.233 -6.965 -2.008
C 1.980 -6.400 -2.648
O 4.474 -5.898 1.394
C 5.008 -6.939 2.197
C 5.893 -7.872 1.380
O 3.079 -4.387 0.406
C 2.538 -3.663 -0.677
C 1.028 -3.618 -0.625
H 3.044 -7.978 -1.640
H 4.012 -7.052 -2.772
H 1.189 -6.268 -1.908
H 1.610 -7.064 -3.434
H 2.176 -5.425 -3.103
H 4.208 -7.482 2.707
H 5.612 -6.471 2.980
H 5.412 -8.214 0.466
H 6.179 -8.745 1.977
H 6.807 -7.350 1.075
H 2.910 -4.035 -1.629
H 2.919 -2.640 -0.598
H 0.599 -4.609 -0.456
H 0.626 -3.204 -1.554
H 0.696 -2.982 0.204
*
```

**Lowest unoccupied orbital energy**: 0.05 eV
**E_HOMO**: -5.0 eV
**ΔE to the lowest compared entry with this formula, charge and spin**: 532.5 kJ/mol

natural (NBO) population analysis, charges in e, atoms 1 to 4: -0.66, -0.09, -0.57, -0.10

=====

[3]
Density functional theory data (ωB97M-V with the def2-TZVPD basis set) for 3 unconnected molecules or ions with the total composition C16H40BrN4O6P2.

Structure (ORCA input):
```
! RIJCOSX wB97M-V def2-TZVPD def2/J DEFGRID3
* xyz 1 1
N -0.786 -2.297 3.533
P -2.019 -1.816 2.730
C -1.581 -1.449 0.990
C -0.641 -2.488 0.408
C -0.384 -2.237 -1.101
C 1.076 -1.997 -1.520
C 1.664 -0.582 -1.428
C 1.718 0.083 -0.039
C 0.949 1.414 0.136
O -0.020 1.692 -0.888
N -1.225 -1.135 -1.636
C -2.323 -0.702 -1.057
N -2.996 0.364 -1.465
P -4.386 0.956 -0.529
O -5.470 0.003 -1.275
Br -4.505 2.834 -1.700
N -2.786 -1.319 0.118
H -0.568 -1.794 4.382
H -3.048 -2.752 2.494
H -2.730 -0.663 3.113
H -1.099 -0.466 1.004
H -1.098 -3.474 0.530
H 0.286 -2.517 0.975
H -0.705 -3.137 -1.625
H 1.689 -2.689 -0.941
H 1.168 -2.322 -2.559
H 2.691 -0.690 -1.777
H 1.190 0.072 -2.163
H 1.441 -0.616 0.751
H 2.765 0.315 0.151
H 1.659 2.237 0.127
H 0.453 1.448 1.108
H -0.888 1.653 -0.486
H -0.732 -0.467 -2.221
H -2.707 0.852 -2.306
H -6.281 -0.091 -0.757
H -3.131 -2.252 -0.103
C 4.597 -2.819 -3.406
O 5.192 -1.880 -2.531
C 6.467 -2.287 -2.050
C 7.598 -1.628 -2.808
O 7.630 -2.036 -4.162
C 7.107 -1.082 -5.066
H 3.735 -2.335 -3.866
H 5.281 -3.148 -4.190
H 4.254 -3.700 -2.849
H 6.565 -3.375 -2.119
H 6.531 -2.007 -0.995
H 8.545 -1.921 -2.346
H 7.509 -0.539 -2.736
H 7.770 -0.214 -5.150
H 6.114 -0.739 -4.762
H 7.039 -1.565 -6.038
C -5.766 4.207 2.588
O -5.288 2.899 2.868
C -3.899 2.744 2.668
C -3.103 2.819 3.953
O -3.146 4.103 4.532
C -4.043 4.217 5.625
H -6.796 4.251 2.935
H -5.177 4.967 3.106
H -5.743 4.410 1.512
H -3.527 3.497 1.962
H -3.750 1.753 2.222
H -2.054 2.591 3.727
H -3.471 2.063 4.657
H -3.669 3.670 6.496
H -5.038 3.846 5.370
H -4.106 5.274 5.875
*
```

**Lowest unoccupied orbital energy**: -3.07 eV
**E_HOMO**: -11.0 eV

natural (NBO) population analysis, charges in e, atoms 1 to 4: -1.29, 1.37, -0.37, -0.45

=====

[4]
Density functional theory data (ωB97M-V with the def2-TZVPD basis set) for a molecular structure, C16H41AsF6O19S5V.

Structure (ORCA input):
```
! RIJCOSX wB97M-V def2-TZVPD def2/J DEFGRID3
* xyz 0 2
O 1.520 -1.593 2.822
V 2.537 -1.065 1.815
O 3.855 -5.031 1.233
C 3.462 -3.922 1.883
O 3.188 -2.886 1.130
O 3.336 -3.891 3.091
H 4.036 -4.697 0.336
As -0.815 -1.369 0.281
F 1.015 -1.184 0.455
F -0.535 -2.490 -0.996
F -2.521 -1.537 0.305
F -0.876 -0.117 1.476
F -0.884 -0.127 -0.910
F -0.701 -2.591 1.481
O -6.464 1.946 -2.908
S -5.680 2.692 -1.977
O -6.224 3.604 -1.030
O -4.862 1.592 -1.107
C -4.229 0.531 -1.878
C -5.062 -0.713 -1.695
C -4.316 3.525 -2.782
H -3.260 0.428 -1.399
H -4.158 0.743 -2.944
H -6.030 -0.723 -2.189
H -5.184 -0.895 -0.625
H -4.543 -1.619 -2.025
H -3.850 2.880 -3.521
H -3.572 3.777 -2.030
H -4.736 4.433 -3.207
O 4.166 0.855 -2.319
S 4.444 0.604 -0.954
O 3.644 -0.239 -0.077
O 5.912 0.069 -0.812
C 6.479 -0.259 0.459
C 6.930 -1.730 0.460
C 4.614 2.230 -0.191
H 5.803 -0.169 1.314
H 7.287 0.439 0.676
H 7.880 -1.880 0.968
H 6.906 -2.194 -0.522
H 6.201 -2.281 1.060
H 5.147 2.123 0.745
H 3.565 2.522 -0.082
H 4.997 2.903 -0.951
O 3.525 -5.033 -2.077
S 2.832 -4.485 -3.208
O 3.497 -4.374 -4.467
O 1.496 -5.301 -3.519
C 0.575 -5.516 -2.433
C -0.003 -6.895 -2.683
C 2.237 -2.869 -2.790
H -0.256 -4.829 -2.252
H 1.140 -5.501 -1.497
H 0.802 -7.644 -2.727
H -0.506 -7.052 -3.633
H -0.487 -7.319 -1.800
H 1.576 -2.508 -3.572
H 3.152 -2.280 -2.827
H 1.781 -2.981 -1.810
O -0.821 1.333 5.985
S -2.138 1.251 5.442
O -3.256 0.841 6.235
O -2.490 2.707 4.861
C -3.854 2.885 4.427
C -4.002 4.306 3.912
C -2.058 0.252 3.945
H -4.567 2.613 5.199
H -4.045 2.260 3.545
H -3.339 4.397 3.054
H -3.586 5.001 4.647
H -5.045 4.556 3.747
H -2.028 0.958 3.123
H -2.979 -0.324 3.929
H -1.162 -0.353 3.906
O 0.281 4.398 0.765
S -1.048 4.230 0.246
O -1.951 5.326 0.142
O -0.961 3.504 -1.177
C 0.162 2.657 -1.450
C 1.389 3.378 -1.943
C -1.881 2.893 1.162
H -0.119 1.958 -2.234
H 0.477 2.096 -0.567
H 1.337 3.824 -2.938
H 2.225 2.680 -2.035
H 1.643 4.175 -1.243
H -1.346 2.891 2.106
H -1.691 2.028 0.536
H -2.928 3.173 1.107
*
```

**Lowest unoccupied orbital energy (alpha / beta)**: -3.25 / -3.20 eV
**E_HOMO (alpha / beta)**: -10.8 / -10.8 eV

Löwdin population analysis, charges in e, atoms 1 to 4: -0.16, 1.23, 0.14, -0.74

=====

[5]
Density functional theory data (ωB97M-V with the def2-TZVPD basis set) for a molecular structure, C16H41BBrInN3O2.

Structure (ORCA input):
```
! RIJCOSX wB97M-V def2-TZVPD def2/J DEFGRID3
* xyz -1 1
C -1.547 4.968 3.203
B -2.248 3.881 2.231
O -2.334 4.219 0.826
In -3.062 1.976 3.160
Br -3.309 2.036 5.768
N -1.974 0.187 2.596
C -2.874 -0.943 2.969
C -0.714 0.132 3.251
C -0.171 -1.058 4.121
O 0.061 1.110 3.081
H -1.392 5.994 2.730
H -2.159 5.113 4.153
H -0.547 4.530 3.527
H -2.877 5.021 0.720
H -4.730 1.744 2.470
H -3.660 -1.010 2.143
H -2.379 -1.955 3.001
H -3.465 -0.697 3.912
H 0.653 -0.666 4.791
H -0.926 -1.557 4.790
H 0.306 -1.880 3.493
C -0.691 1.545 -0.981
C 0.616 2.232 -1.347
N 1.221 1.744 -2.583
C 2.581 2.232 -2.787
C 2.773 3.735 -2.991
C 0.371 1.766 -3.766
C -0.200 3.116 -4.205
H -0.556 0.463 -0.893
H -1.045 1.916 -0.018
H -1.480 1.740 -1.711
H 1.313 2.057 -0.522
H 0.437 3.316 -1.385
H 3.030 1.700 -3.633
H 3.178 1.930 -1.919
H 2.481 4.048 -3.994
H 3.833 3.986 -2.883
H 2.225 4.333 -2.262
H -0.467 1.082 -3.598
H 0.913 1.321 -4.608
H -0.563 3.712 -3.366
H -1.049 2.955 -4.878
H 0.532 3.704 -4.759
C 2.837 -4.710 1.009
C 1.617 -4.980 0.139
N 0.521 -4.046 0.351
C -0.718 -4.461 -0.300
C -0.731 -4.521 -1.828
C 0.847 -2.630 0.219
C 1.413 -2.154 -1.120
H 2.575 -4.722 2.070
H 3.589 -5.486 0.842
H 3.307 -3.752 0.776
H 1.269 -5.990 0.377
H 1.939 -4.996 -0.912
H -1.534 -3.813 0.035
H -0.979 -5.457 0.079
H -0.799 -3.527 -2.271
H -1.615 -5.071 -2.164
H 0.141 -5.031 -2.238
H 1.565 -2.370 1.003
H -0.037 -2.031 0.461
H 2.159 -2.839 -1.530
H 1.903 -1.184 -0.987
H 0.628 -2.009 -1.862
*
```

**Lowest unoccupied orbital energy**: 2.65 eV
**E_HOMO**: -4.6 eV

Löwdin population analysis, charges in e, atoms 1 to 4: -0.12, -0.54, -0.04, 0.33

=====

[6]
Density functional theory data (ωB97M-V with the def2-TZVPD basis set) for a molecular structure, C16H41BeClNO20P4.

Structure (ORCA input):
```
! RIJCOSX wB97M-V def2-TZVPD def2/J DEFGRID3
* xyz 1 1
Be -7.688 3.228 -10.692
Cl -2.684 5.761 -10.004
O -2.665 7.154 -10.168
O -2.066 5.071 -11.110
O -2.082 5.277 -8.779
O -4.083 5.432 -9.878
C -5.987 -1.517 -5.304
O -5.537 -0.266 -4.875
P -6.359 1.103 -4.892
O -6.923 1.376 -6.252
O -7.417 0.895 -3.706
C -7.037 0.193 -2.504
O -5.297 2.176 -4.324
C -5.510 3.518 -4.454
H -5.328 -1.980 -6.037
H -6.977 -1.461 -5.756
H -5.977 -2.149 -4.416
H -6.012 0.415 -2.208
H -7.270 -0.869 -2.579
H -7.648 0.580 -1.689
H -5.988 3.986 -3.593
H -6.141 3.722 -5.319
H -4.542 4.008 -4.558
C 4.485 14.412 -8.709
O 3.472 13.815 -9.589
P 3.686 12.253 -10.105
O 2.876 11.845 -11.300
O 5.291 11.973 -10.328
C 6.016 12.844 -11.175
O 3.312 11.397 -8.803
C 1.996 11.046 -8.615
H 5.415 13.860 -8.570
H 4.155 14.599 -7.687
H 4.699 15.405 -9.105
H 5.503 13.679 -11.651
H 6.700 12.333 -11.852
H 6.752 13.357 -10.556
H 1.228 11.589 -9.166
H 1.692 11.196 -7.579
H 1.887 9.985 -8.839
C -6.226 7.616 -14.318
O -7.547 8.197 -14.358
P -8.655 8.144 -13.159
O -8.923 6.728 -12.727
O -8.043 9.175 -12.032
C -7.864 10.480 -12.316
O -9.920 8.973 -13.786
C -11.166 8.560 -13.416
H -5.470 8.284 -14.732
H -6.155 6.668 -14.852
H -5.943 7.533 -13.269
H -7.504 10.690 -13.323
H -7.085 10.851 -11.650
H -8.840 10.913 -12.093
H -11.847 8.697 -14.256
H -11.441 9.020 -12.467
H -11.264 7.479 -13.320
C -7.083 8.819 -6.673
O -8.279 8.362 -6.031
P -9.518 7.638 -6.878
O -9.028 6.406 -7.631
O -10.550 7.325 -5.686
C -10.234 6.350 -4.751
O -10.161 8.864 -7.640
C -10.425 10.010 -6.858
H -6.200 8.503 -6.119
H -7.161 9.901 -6.569
H -6.988 8.568 -7.730
H -10.065 6.792 -3.769
H -9.433 5.660 -5.017
H -11.128 5.732 -4.674
H -11.441 10.386 -6.979
H -9.641 10.656 -7.255
H -10.275 9.974 -5.779
N 1.356 8.214 -15.266
C 2.396 8.300 -16.164
C 2.296 7.233 -17.041
C 1.005 6.725 -16.876
C 0.454 7.294 -15.768
H 1.173 8.881 -14.530
H 3.140 9.067 -16.002
H 3.049 6.929 -17.752
H 0.515 6.004 -17.514
H -0.514 7.113 -15.324
*
```

**Lowest unoccupied orbital energy**: -9.35 eV
**E_HOMO**: -10.8 eV

Löwdin population analysis, charges in e, atoms 1 to 4: 0.76, 0.65, -0.27, -0.27